1.
Formula: C5H5N
Source: the Open Molecules 2025 dataset
Level of theory: wB97M-V/def2-TZVPD

Properties
Energy relative to the best compared isomer or geometry (same formula, charge and spin): 4.247 eV
LUMO level (spin up / spin down): 0.0019 / 0.0019 Eh
Energy: -248.118962 Ha
Gap between HOMO and LUMO (spin up / spin down): 8.05 / 8.05 eV

Last column: natural (NBO) charge in e.
Element x y z (Å)
C 0.582 -0.920 -0.191  -0.19
C 1.175 0.182 0.481  -0.31
C 0.454 1.356 0.810  -0.14
N -0.786 1.532 0.173  -0.41
C -1.227 0.592 -0.619  0.08
C -0.664 -0.718 -0.706  -0.24
H 1.064 -1.889 -0.152  0.22
H 2.198 0.144 0.853  0.23
H 0.575 0.440 1.682  0.34
H -2.136 0.807 -1.183  0.19
H -1.236 -1.526 -1.147  0.22

***

2.
Formula: C5H5N
Source: the Open Molecules 2025 dataset
Level of theory: wB97M-V/def2-TZVPD

Properties
Energy relative to the best compared isomer or geometry (same formula, charge and spin): 2.170 eV
SMILES: CCC#CC#N
LUMO level: 0.0213 Eh
Energy: -248.195281 Ha
Gap between HOMO and LUMO: 10.94 eV

Last column: natural (NBO) charge in e.
Element x y z (Å)
C 1.588 0.084 -0.828  -0.60
C 0.053 -0.013 -0.934  -0.50
C -0.716 0.327 0.260  0.17
C -1.395 0.340 1.259  -0.18
C -2.156 -0.029 2.350  0.23
N -2.775 -0.492 3.215  -0.27
H 1.934 0.052 0.208  0.22
H 1.973 1.000 -1.285  0.22
H 2.050 -0.758 -1.353  0.22
H -0.238 -1.057 -1.095  0.25
H -0.320 0.546 -1.796  0.24

***

3.
Formula: C5H5N
Source: the Open Molecules 2025 dataset
Level of theory: wB97M-V/def2-TZVPD

Properties
Energy relative to the best compared isomer or geometry (same formula, charge and spin): 3.281 eV
SMILES: CC=C=C=C=N
LUMO level: 0.0092 Eh
Energy: -248.154458 Ha
Gap between HOMO and LUMO: 8.50 eV

Last column: natural (NBO) charge in e.
Element x y z (Å)
C 1.376 1.411 -0.647  -0.62
C 1.145 -0.071 -0.801  -0.31
C -0.021 -0.596 -0.523  0.17
C -1.160 -1.018 -0.116  -0.32
C -2.011 -1.297 0.811  0.43
N -2.942 -1.535 1.576  -0.62
H 0.424 1.949 -0.615  0.22
H 1.974 1.812 -1.470  0.22
H 1.908 1.615 0.290  0.22
H 1.978 -0.720 -1.062  0.23
H -2.670 -1.550 2.558  0.38

***

4.
Formula: C5H5N
Source: the Open Molecules 2025 dataset
Level of theory: wB97M-V/def2-TZVPD

Properties
Energy relative to the best compared isomer or geometry (same formula, charge and spin): 3.393 eV
SMILES: C1=CC=CNC=1
LUMO level (spin up / spin down): 0.0013 / 0.0013 Eh
Energy: -248.150351 Ha
Gap between HOMO and LUMO (spin up / spin down): 7.41 / 7.41 eV

Last column: natural (NBO) charge in e.
Element x y z (Å)
C 1.092 1.181 0.452  -0.32
C -0.287 1.377 0.266  -0.15
C -1.232 0.348 0.060  -0.27
C -0.775 -0.905 -0.260  0.01
N 0.559 -1.131 -0.132  -0.52
C 1.423 -0.147 0.302  0.00
H -0.684 2.394 0.275  0.20
H -2.297 0.555 0.031  0.22
H -1.416 -1.721 -0.582  0.22
H 1.168 -1.472 -0.879  0.43
H 2.427 -0.562 0.445  0.18

***

5.
Formula: C5H5N
Source: the Open Molecules 2025 dataset
Level of theory: wB97M-V/def2-TZVPD

Properties
Energy relative to the best compared isomer or geometry (same formula, charge and spin): 3.547 eV
SMILES: N#C[C@@H]1C=CC1
LUMO level: 0.0287 Eh
Energy: -248.144672 Ha
Gap between HOMO and LUMO: 10.84 eV

Last column: natural (NBO) charge in e.
Element x y z (Å)
N 3.367 0.238 0.389  -0.32
C 2.356 0.038 -0.071  0.25
C 1.109 -0.256 -0.621  -0.30
C 0.138 1.312 -0.223  -0.13
C -0.548 0.520 0.545  -0.22
C 0.001 -0.808 0.259  -0.44
H 1.327 -0.557 -1.664  0.26
H 0.338 2.455 -0.135  0.24
H -1.227 0.804 1.238  0.20
H 0.278 -1.471 1.108  0.24
H -0.766 -1.523 -0.270  0.23

***

6.
Formula: C5H5N
Source: the Open Molecules 2025 dataset
Level of theory: wB97M-V/def2-TZVPD

Properties
Energy relative to the best compared isomer or geometry (same formula, charge and spin): 2.853 eV
2S+1: 3
LUMO level (spin up / spin down): 0.0337 / -0.0809 Eh
Energy: -247.976219 Ha
Gap between HOMO and LUMO (spin up / spin down): 6.78 / 7.90 eV

Last column: natural (NBO) charge in e.
Element x y z (Å)
C -0.991 1.114 0.056  -0.09
C 0.361 0.823 -0.157  -0.01
C 0.477 -0.523 -0.055  0.00
C 1.750 0.279 0.087  -0.41
C -0.906 -1.080 0.056  -0.32
N -1.749 0.048 0.058  -0.31
H -1.561 2.038 -0.109  0.21
H 2.325 0.365 -0.743  0.24
H 2.284 0.365 1.105  0.25
H -0.790 -1.484 -0.938  0.22
H -1.199 -1.945 0.641  0.22

***

7.
Formula: C5H5N
Source: the Open Molecules 2025 dataset
Level of theory: wB97M-V/def2-TZVPD

Properties
Energy relative to the best compared isomer or geometry (same formula, charge and spin): 1.267 eV
2S+1: 3
LUMO level (spin up / spin down): 0.0377 / -0.0792 Eh
Energy: -248.034493 Ha
Gap between HOMO and LUMO (spin up / spin down): 7.63 / 7.71 eV

Last column: natural (NBO) charge in e.
Element x y z (Å)
C 1.898 0.151 0.058  -0.03
C -0.948 -1.192 0.225  -0.45
C 0.782 0.901 -0.081  -0.08
C -0.385 0.055 -0.518  -0.34
C 0.332 -1.165 -0.534  0.19
N 1.533 -1.163 0.100  -0.37
H 2.853 0.483 0.381  0.21
H -0.846 -1.385 1.287  0.22
H -1.851 -1.260 -0.298  0.23
H 0.950 1.897 -0.208  0.19
H -1.118 0.365 -1.271  0.23

***

8.
Formula: C5H5N2O
Source: the Open Molecules 2025 dataset
Level of theory: wB97M-V/def2-TZVPD

Properties
Total charge: +1
Energy relative to the best compared isomer or geometry (same formula, charge and spin): 5.156 eV
LUMO level (spin up / spin down): -0.2963 / -0.2950 Eh
Energy: -377.782336 Ha
Gap between HOMO and LUMO (spin up / spin down): 6.60 / 6.60 eV

Last column: natural (NBO) charge in e.
Element x y z (Å)
C 0.544 -0.436 0.916  0.02
C -0.747 -0.989 0.872  -0.33
C 0.907 0.844 0.218  0.50
C -1.853 -0.470 0.313  0.41
C 1.520 0.482 -1.080  -0.75
N -3.845 0.233 -0.801  0.27
N -2.901 -0.128 -0.241  -0.07
O 0.662 1.960 0.605  -0.44
H 1.146 -0.938 1.682  0.26
H -0.729 -1.727 1.655  0.30
H 1.056 1.005 -1.905  0.28
H 2.583 0.835 -0.952  0.29
H 1.659 -0.672 -1.281  0.25

***

9.
Formula: C5H5N3
Source: the Open Molecules 2025 dataset
Level of theory: wB97M-V/def2-TZVPD

Properties
Energy relative to the best compared isomer or geometry (same formula, charge and spin): 2.295 eV
SMILES: C1=Cc2cnnn2C1
LUMO level: 0.0109 Eh
Energy: -357.688288 Ha
Gap between HOMO and LUMO: 9.07 eV

Last column: natural (NBO) charge in e.
Element x y z (Å)
C 0.743 -0.054 1.491  -0.16
C 0.798 -1.072 0.580  -0.22
C 0.105 -0.652 -0.603  0.07
C -0.682 -0.902 -1.793  -0.11
N -1.181 0.246 -2.231  -0.24
N -0.929 1.286 -1.456  -0.06
N -0.038 0.706 -0.508  -0.17
C 0.018 1.153 1.005  -0.25
H 1.130 -0.252 2.471  0.22
H 1.165 -2.039 0.787  0.23
H -0.964 -1.910 -2.351  0.23
H -0.888 1.467 1.348  0.24
H 0.722 2.023 1.261  0.23

***

10.
Formula: C5H5N3
Source: the Open Molecules 2025 dataset
Level of theory: wB97M-V/def2-TZVPD

Properties
Energy relative to the best compared isomer or geometry (same formula, charge and spin): 4.623 eV
SMILES: C#CN1N=CCC=N1
LUMO level: 0.0290 Eh
Energy: -357.602721 Ha
Gap between HOMO and LUMO: 9.22 eV

Last column: natural (NBO) charge in e.
Element x y z (Å)
C -0.329 3.127 1.499  -0.27
C -0.354 1.950 1.208  0.18
N -0.327 0.649 0.668  -0.18
N 0.682 -0.154 1.018  -0.21
C 1.030 -1.200 0.429  0.05
C 0.195 -1.649 -0.810  -0.55
C -0.668 -0.547 -1.256  0.08
N -1.018 0.534 -0.673  -0.20
H -0.343 4.139 1.465  0.22
H 1.910 -1.775 0.651  0.20
H 1.008 -1.971 -1.544  0.24
H -0.567 -2.411 -0.500  0.24
H -1.219 -0.692 -2.156  0.19

***

11.
Formula: C5H5N3
Source: the Open Molecules 2025 dataset
Level of theory: wB97M-V/def2-TZVPD

Properties
Energy relative to the best compared isomer or geometry (same formula, charge and spin): 4.977 eV
SMILES: C=N/N=C1\C=CC=N1
LUMO level: -0.0575 Eh
Energy: -357.589701 Ha
Gap between HOMO and LUMO: 7.55 eV

Last column: natural (NBO) charge in e.
Element x y z (Å)
C -0.979 -2.952 0.853  -0.07
N -0.535 -1.963 -0.049  -0.29
N -0.859 -0.723 0.623  -0.17
C 0.027 0.257 0.155  0.31
C 1.046 0.321 -1.043  -0.21
C 1.234 1.693 -1.114  -0.28
C 0.431 2.350 -0.123  0.07
N -0.339 1.476 0.561  -0.44
H -1.425 -2.618 2.028  0.20
H -0.941 -4.060 0.638  0.20
H 1.707 -0.361 -1.531  0.24
H 1.820 2.016 -1.862  0.22
H 0.413 3.477 0.421  0.23

***

12.
Formula: C5H5N3
Source: the Open Molecules 2025 dataset
Level of theory: wB97M-V/def2-TZVPD

Properties
Energy relative to the best compared isomer or geometry (same formula, charge and spin): 2.326 eV
SMILES: c1cc2[nH]ccn2n1
LUMO level: 0.0268 Eh
Energy: -357.687148 Ha
Gap between HOMO and LUMO: 8.54 eV

Last column: natural (NBO) charge in e.
Element x y z (Å)
C 1.960 -0.118 -0.062  -0.02
C 1.467 1.164 0.083  -0.43
C 0.035 0.707 0.140  0.30
N -1.273 1.105 -0.016  -0.53
C -2.018 0.009 -0.117  -0.05
C -1.270 -1.206 0.023  -0.12
N 0.004 -0.712 0.018  -0.18
N 1.308 -1.198 -0.080  -0.29
H 3.013 -0.109 -0.221  0.19
H 1.831 2.280 0.147  0.26
H -1.647 1.976 -0.352  0.43
H -3.083 0.310 0.026  0.21
H -1.441 -2.154 0.544  0.25

***

Question: Among the records above, which one has the highest energy?
Answer: number 6